Record 1
Computed, not measured: a cluster of 2 separate species, C4H9O3P in total, with the ωB97M-V functional and the def2-TZVPD basis.

- HOMO level (spin up / spin down): -0.28476 / -0.35327 Ha
- Maximum force: 0.076 hartree/bohr
- Energy: -19720.3587 eV
- LUMO (spin up / spin down): -0.7 / -0.5 eV
- ΔE to the lowest compared entry with this formula, charge and spin: 559.9 kJ/mol
- 2S+1: 1
- Frontier orbital gap (spin up / spin down): 7.02 / 9.13 eV

Geometry (Å):
C -0.81 -1.13 -0.49
C -0.16 -0.44 -1.70
C -1.24 -0.07 0.46
C 0.92 0.39 -1.04
O -0.22 2.70 0.20
O 1.33 -0.25 2.70
O 1.69 1.06 2.45
P 0.12 1.28 0.30
H -1.66 -1.77 -0.78
H -0.03 -1.67 -0.15
H 0.41 -1.06 -2.42
H -0.82 0.14 -2.41
H -2.20 0.46 0.15
H -1.44 -0.41 1.48
H 1.81 -0.17 -0.72
H 1.32 1.21 -1.64
H 1.00 -0.26 3.62

Atom charges from the Mulliken analysis, given in e for atoms 1 to 6: -0.5539 -0.6209 -0.5465 -0.5942 -0.6167 -0.2774

---

Record 2
Computed, not measured: a structure of composition C21H15BBr2F4N4O6Ti, with the ωB97M-V functional and the def2-TZVPD basis.

- HOMO level (spin up / spin down): -0.18173 / -0.19065 Ha
- Maximum force: 0.005 hartree/bohr
- Energy: -215024.9469 eV
- LUMO (spin up / spin down): 2.1 / 2.1 eV
- ΔE to the lowest compared entry with this formula, charge and spin: 13.6 kJ/mol
- ⟨S²⟩: 0.752
- 2S+1: 2
- Frontier orbital gap (spin up / spin down): 7.03 / 7.27 eV
- Net charge: -1

Geometry (Å):
Ti 0.30 0.12 -1.10
O 1.59 0.64 0.28
C 1.80 1.62 1.10
C 2.83 1.51 2.06
C 3.09 2.51 2.97
C 2.33 3.68 2.97
C 1.32 3.81 2.05
C 1.04 2.82 1.11
C -0.03 3.00 0.14
N -0.59 2.07 -0.61
C -1.60 2.67 -1.32
C -1.66 3.98 -1.00
N -0.67 4.18 -0.06
H 3.41 0.59 2.05
H 3.89 2.38 3.69
H 2.52 4.46 3.70
H 0.71 4.71 2.07
H -2.19 2.13 -2.04
H -2.27 4.79 -1.37
H -0.37 5.06 0.31
O -3.76 -0.61 4.88
C -2.88 -0.40 3.86
C -3.19 0.40 2.76
C -2.24 0.55 1.77
N -1.04 -0.03 1.82
C -0.77 -0.77 2.87
Br 0.94 -1.58 2.94
C -1.64 -1.00 3.92
H -4.58 -0.15 4.69
H -4.16 0.88 2.67
H -2.45 1.13 0.89
H -1.37 -1.63 4.76
O 0.27 -1.95 -0.58
N 1.33 -2.26 -1.20
O 1.83 -1.27 -1.77
F -0.25 2.23 -3.98
B 1.01 2.43 -3.44
F 1.25 1.34 -2.43
F 1.08 3.62 -2.72
F 2.01 2.32 -4.38
Br -4.43 -1.67 -0.37
C -4.24 -1.56 -2.26
C -5.35 -1.96 -2.99
C -5.31 -1.94 -4.38
C -4.16 -1.51 -5.03
C -3.06 -1.12 -4.29
C -3.08 -1.13 -2.89
C -1.83 -0.66 -2.21
O -0.77 -0.57 -2.89
O -1.82 -0.32 -1.00
H -6.24 -2.30 -2.47
H -6.18 -2.25 -4.94
H -4.12 -1.49 -6.11
H -2.15 -0.79 -4.76

Atom charges from the Mulliken analysis, given in e for atoms 1 to 6: 0.1554 -0.0303 0.2464 -0.5607 -0.4195 -0.8549

---

Record 3
Computed, not measured: a cluster of 2 separate species, C5H11NO in total, with the ωB97M-V functional and the def2-TZVPD basis.

- HOMO level: -0.31057 Ha
- Maximum force: 0.038 hartree/bohr
- Energy: -8899.1988 eV
- LUMO: 0.7 eV
- ΔE to the lowest compared entry with this formula, charge and spin: 241.1 kJ/mol
- 2S+1: 1
- Frontier orbital gap: 9.16 eV

Geometry (Å):
C -2.93 0.05 -0.17
C -2.06 -0.97 -0.11
C -0.68 -0.91 -0.61
C -0.04 0.26 -0.60
C 1.38 0.58 -1.06
N 2.19 1.23 -0.02
H -3.91 -0.04 0.30
H -2.80 1.04 -0.56
H -2.36 -1.89 0.38
H -0.21 -1.84 -0.92
H -0.51 1.20 -0.32
H 1.89 -0.36 -1.29
H 1.39 1.20 -1.95
H 1.78 2.12 0.22
H 2.38 0.68 0.82
O 1.37 -0.44 1.81
H 0.43 -0.24 1.90
H 1.55 -0.92 2.62

Atom charges from the Mulliken analysis, given in e for atoms 1 to 6: -0.7576 -0.0881 0.0123 -0.3169 -0.7423 -0.6338

---

Record 4
Computed, not measured: a structure of composition C15H15FeNO3, with the ωB97M-V functional and the def2-TZVPD basis.

- HOMO level (spin up / spin down): 0.04227 / -0.04040 Ha
- Maximum force: 0.145 hartree/bohr
- Energy: -57809.8243 eV
- LUMO (spin up / spin down): 5.4 / 5.4 eV
- ΔE to the lowest compared entry with this formula, charge and spin: 447.7 kJ/mol
- ⟨S²⟩: 6.130
- 2S+1: 5
- Frontier orbital gap (spin up / spin down): 4.29 / 6.53 eV
- Net charge: -2

Geometry (Å):
C 3.96 -1.61 0.58
C 3.49 -0.61 1.39
C 2.53 0.16 0.70
C 2.41 -0.33 -0.57
C 3.20 -1.59 -0.70
Fe 1.91 -1.88 0.50
C 0.55 -1.57 2.56
C 0.21 -2.94 2.77
C 0.14 -4.27 2.62
N 1.69 -2.91 -1.19
H 2.07 1.10 1.02
H 3.92 -0.35 2.36
H 1.78 0.03 -1.37
H 3.54 -2.12 -1.59
H 4.75 -2.35 0.78
H 1.14 -1.18 3.48
H 1.23 -3.60 -0.57
H -0.18 -0.81 2.09
H -0.15 -4.66 3.59
H 0.31 -4.95 1.77
O -3.23 0.19 -0.89
C -3.18 1.40 -1.24
C -4.30 2.11 -1.87
C -4.16 3.43 -2.27
C -2.95 4.15 -2.07
C -1.90 3.50 -1.45
C -1.97 2.19 -1.04
C -0.64 1.73 -0.40
O 0.25 2.47 -0.30
O -0.72 0.44 -0.01
H -1.62 0.05 -0.26
H -5.27 1.61 -2.05
H -4.99 3.96 -2.75
H -2.83 5.20 -2.38
H -0.97 4.01 -1.26

Atom charges from the Mulliken analysis, given in e for atoms 1 to 6: -0.4324 -0.4527 -0.1017 -0.4800 -0.1996 -0.1044

---

Record 5
Computed, not measured: a structure of composition BrHNO3S, with the ωB97M-V functional and the def2-TZVPD basis.

- HOMO level: -0.17644 Ha
- Maximum force: 0.063 hartree/bohr
- Energy: -88526.6756 eV
- LUMO: 3.5 eV
- ΔE to the lowest compared entry with this formula, charge and spin: 81.3 kJ/mol
- 2S+1: 1
- Frontier orbital gap: 8.31 eV
- Net charge: -1

Geometry (Å):
N 1.27 0.12 -0.26
O -1.07 -1.13 0.02
O -1.19 0.92 -1.36
O -1.15 1.11 1.09
S -0.81 0.30 -0.09
Br 1.52 -0.49 1.42
H 1.43 -0.83 -0.82

Atom charges from the Mulliken analysis, given in e for atoms 1 to 6: -0.5463 -0.5776 -0.5933 -0.5719 1.1012 -0.0993

---

Record 6
Computed, not measured: a cluster of 2 separate species, CH8N2 in total, with the ωB97M-V functional and the def2-TZVPD basis.

- HOMO level: -0.33564 Ha
- Maximum force: 0.022 hartree/bohr
- Energy: -4146.4744 eV
- LUMO: 0.9 eV
- ΔE to the lowest compared entry with this formula, charge and spin: 25.1 kJ/mol
- 2S+1: 1
- Frontier orbital gap: 9.99 eV

Geometry (Å):
C 1.44 -0.56 -1.47
N 0.08 -1.06 -1.24
H 1.43 0.50 -1.65
H 1.98 -1.02 -2.30
H 2.04 -0.68 -0.57
H 0.00 -1.48 -0.33
H -0.64 -0.39 -1.43
N -1.34 1.47 2.44
H -1.26 1.58 1.45
H -2.13 1.83 2.95
H -1.07 0.57 2.79

Atom charges from the Mulliken analysis, given in e for atoms 1 to 6: -0.6377 -0.5283 0.2440 0.2215 0.2453 0.2315

---

Q: Among the records above, which one has the lowest ΔE to the lowest compared entry with this formula, charge and spin?
A: C21H15BBr2F4N4O6Ti